(1)
47
Properties=species:S:1:pos:R:3:forces:R:3 method="wB97M-V/def2-TZVPD" smiles="CCCOc1ccc(CN(CCO)CCO)cc1C(=O)OC" orbital_gap_ev=9.20 multiplicity=1 molar_mass_g_mol=311.38 total_energy_ev=-28724.6031 e_above_lowest_kcal_mol=3.2
C -5.680766 0.090119 -0.613270 0.0 -0.1 0.2
C -5.208861 -1.098792 0.214086 0.4 0.1 -0.2
C -3.823531 -1.563099 -0.226435 -0.4 -0.4 0.1
O -2.921564 -0.509652 0.048756 0.0 -0.1 0.0
C -1.626109 -0.623807 -0.295802 0.4 0.1 0.0
C -1.065950 -1.760490 -0.877475 -0.4 -0.1 0.0
C 0.284248 -1.820042 -1.169029 0.1 0.3 0.0
C 1.128601 -0.753013 -0.894032 -0.2 -0.1 -0.1
C 2.597984 -0.809860 -1.219253 0.0 0.2 0.0
N 3.420613 -0.166505 -0.203486 0.2 0.1 0.0
C 4.599387 0.474294 -0.773905 0.0 0.4 -0.2
C 4.235233 1.869409 -1.293367 0.2 -0.4 -0.1
O 3.846592 2.718617 -0.248127 -0.2 0.2 0.4
C 3.737026 -1.054102 0.899848 -0.2 -0.2 0.3
C 2.501836 -1.434058 1.725666 0.0 0.2 -0.3
O 2.855657 -2.125631 2.899024 0.3 -0.2 0.4
C 0.574466 0.382428 -0.330113 -0.2 -0.1 -0.1
C -0.778901 0.468576 -0.026240 -0.1 -0.2 -0.1
C -1.229774 1.732736 0.602363 0.1 0.3 0.2
O -0.470539 2.517019 1.123314 -0.1 0.0 0.0
O -2.548270 1.941126 0.527106 0.0 -0.2 -0.2
C -3.016878 3.139095 1.124247 0.1 0.4 0.2
H -5.792926 -0.190981 -1.658384 0.0 0.0 -0.1
H -6.638526 0.452131 -0.248328 -0.1 0.1 0.0
H -4.950032 0.891258 -0.544833 0.0 0.1 0.0
H -5.156023 -0.813875 1.265507 0.0 -0.1 0.1
H -5.904945 -1.933619 0.116019 0.0 0.0 0.1
H -3.827352 -1.788965 -1.301645 0.1 0.0 0.1
H -3.531890 -2.467598 0.325657 0.0 0.1 -0.1
H -1.682872 -2.616625 -1.099832 -0.1 -0.1 0.0
H 0.684013 -2.720255 -1.614338 0.1 -0.1 0.0
H 2.751873 -0.284150 -2.167045 0.1 -0.1 0.1
H 2.903116 -1.858736 -1.372557 0.0 0.1 0.0
H 5.345717 0.602367 0.012674 0.0 0.0 0.0
H 5.054035 -0.121726 -1.580511 0.0 0.0 0.0
H 3.436170 1.798378 -2.046330 0.1 0.0 0.0
H 5.108562 2.332783 -1.758575 -0.1 -0.1 -0.1
H 3.172069 2.255407 0.266079 0.0 0.0 0.0
H 4.234399 -1.980148 0.559101 0.0 0.1 0.0
H 4.430281 -0.527238 1.564184 0.0 -0.1 0.0
H 1.928002 -0.527033 1.957577 0.0 -0.1 -0.1
H 1.856315 -2.117051 1.172074 0.0 0.1 0.0
H 3.397204 -1.548770 3.449682 -0.1 -0.1 0.0
H 1.194399 1.236650 -0.107427 0.0 0.1 0.1
H -2.745790 3.168438 2.181809 -0.1 0.0 -0.1
H -4.097698 3.136470 1.006860 0.0 0.0 0.0
H -2.578619 4.008536 0.628694 -0.1 -0.1 0.1

=====

(2)
47
Properties=species:S:1:pos:R:3:forces:R:3 method="wB97M-V/def2-TZVPD" smiles="CCOc1cc(C(=O)NCCOC)cc(OCC)c1OCC" orbital_gap_ev=9.01 multiplicity=1 molar_mass_g_mol=311.38 total_energy_ev=-28724.3425 e_above_lowest_kcal_mol=9.2
C -1.702278 2.834340 0.516325 0.3 -0.2 0.2
C -0.482872 2.554518 1.389985 -0.1 0.4 -0.2
O -0.508884 1.265859 1.969310 0.0 -0.5 0.1
C -0.308565 0.157481 1.190773 -0.1 -0.1 0.1
C 0.187513 0.204240 -0.104658 0.0 0.1 0.0
C 0.420242 -0.964794 -0.820841 0.0 -0.2 0.5
C 0.979517 -0.944257 -2.203598 -0.2 0.1 -0.1
O 1.724764 -1.807239 -2.625242 0.2 -0.2 0.0
N 0.553464 0.090455 -2.971225 -0.1 0.4 -0.1
C 1.129672 0.385307 -4.258123 0.4 0.3 0.0
C 2.111241 1.553882 -4.157099 -0.1 -0.3 -0.1
O 1.407571 2.682536 -3.679450 -0.2 -0.2 0.0
C 2.219242 3.819498 -3.547184 0.1 0.1 0.0
C 0.190726 -2.190245 -0.217847 0.0 0.1 0.0
C -0.325220 -2.262768 1.068640 0.0 0.2 0.0
O -0.607254 -3.509051 1.559709 -0.3 0.4 -0.3
C -0.010217 -3.881289 2.794683 0.4 -0.2 0.5
C 1.507886 -3.975091 2.686238 -0.4 0.0 -0.1
C -0.615521 -1.086280 1.778787 0.0 -0.1 0.1
O -1.135389 -1.226229 3.039879 0.5 0.0 -0.4
C -2.231419 -0.413253 3.430254 -0.6 0.3 0.2
C -3.411989 -0.525816 2.473354 0.4 -0.1 0.2
H -1.753264 2.135157 -0.315249 0.0 0.0 -0.1
H -2.610879 2.733913 1.105299 -0.1 0.0 0.0
H -1.647112 3.845534 0.122998 0.0 0.1 -0.1
H 0.446362 2.714176 0.829916 0.0 0.0 0.1
H -0.479246 3.229941 2.250185 0.1 -0.1 -0.2
H 0.444415 1.155258 -0.543861 0.0 0.1 0.0
H 0.001959 0.826596 -2.562079 0.0 -0.2 0.1
H 0.332180 0.640106 -4.960849 0.1 -0.1 0.0
H 1.654671 -0.510638 -4.594793 -0.1 0.1 -0.1
H 2.925805 1.296779 -3.463119 -0.1 0.0 -0.1
H 2.549078 1.765737 -5.143734 0.0 0.0 0.1
H 3.034962 3.645502 -2.833973 0.0 0.0 0.0
H 2.654039 4.112237 -4.510582 0.0 0.0 0.0
H 1.579638 4.620029 -3.180538 0.1 0.1 0.0
H 0.395031 -3.100735 -0.757355 0.0 -0.1 0.0
H -0.440086 -4.862422 3.011895 0.0 0.1 0.0
H -0.289498 -3.181041 3.587326 0.0 -0.2 -0.1
H 1.922111 -4.336929 3.623336 0.1 0.0 0.1
H 1.786810 -4.657365 1.886765 0.1 -0.1 -0.1
H 1.929734 -2.995995 2.468262 0.1 0.1 0.0
H -1.921225 0.630794 3.536458 -0.1 -0.2 0.1
H -2.502002 -0.805071 4.414770 0.0 0.1 -0.1
H -3.687226 -1.569793 2.340940 -0.1 -0.1 0.0
H -3.155752 -0.111748 1.500379 0.0 0.1 -0.1
H -4.262737 0.018174 2.874931 -0.1 0.1 0.0

=====

(3)
50
Properties=species:S:1:pos:R:3:forces:R:3 method="wB97M-V/def2-TZVPD" orbital_gap_ev=4.91 multiplicity=1 molar_mass_g_mol=496.37 total_energy_ev=-180489.1807 total_charge=-1
C -1.118516 2.037856 7.554942 -0.1 -0.1 0.0
C -0.566064 2.073754 6.495160 0.0 0.0 -0.2
C 0.087753 2.113944 5.183523 0.0 0.0 0.2
C -0.845296 1.803580 4.057287 0.2 -0.1 -0.1
C -0.739452 0.916489 3.067636 0.0 0.0 0.0
C 0.272957 -0.119055 2.706981 -0.1 0.0 -0.2
Br 2.069694 0.615486 2.780046 0.1 0.1 0.1
C 0.181106 -1.461208 3.424019 -0.2 -0.3 -0.2
C -0.925822 -2.322560 2.832080 0.0 -0.1 0.4
Br -0.106869 -1.290372 5.345113 0.1 0.0 0.1
C -1.933750 1.099175 2.191359 0.0 0.4 0.0
O -2.420757 0.371808 1.397758 0.1 -0.1 -0.3
O -2.503552 2.332526 2.526029 -0.6 -0.6 0.2
C -2.139258 2.531032 3.839372 0.3 0.0 0.0
O -2.823204 3.096135 4.624563 0.0 0.5 0.0
H -1.665292 1.984953 8.461958 0.0 0.0 0.1
H 0.504943 3.112790 5.020870 0.0 0.0 0.0
H 0.922419 1.416675 5.164038 0.0 0.0 0.0
H 0.123242 -0.356060 1.652125 0.1 0.1 -0.1
H 1.137129 -1.966859 3.330517 0.0 0.0 0.0
H -1.900911 -1.867898 2.998214 0.0 0.1 -0.2
H -0.750228 -2.482966 1.769020 -0.1 0.1 -0.1
H -0.931330 -3.284566 3.342753 0.0 -0.1 -0.1
C 1.933368 -1.568762 -0.604188 -0.2 0.1 0.2
Si 0.843908 -0.647269 -1.854847 0.3 -0.3 -0.5
C 0.947314 1.187409 -1.351288 -0.2 -0.1 0.3
C -0.935241 -1.199474 -1.464297 0.1 0.1 0.3
N 1.361643 -0.985346 -3.393880 -0.4 0.3 0.0
Si 0.751190 -0.435672 -4.841688 0.4 -0.3 0.3
C 0.829040 1.451884 -5.072880 -0.1 0.0 -0.2
C -1.055181 -0.928682 -5.181757 0.0 0.2 -0.2
C 1.761250 -1.169597 -6.269287 -0.2 0.1 -0.2
H 1.609651 -1.354043 0.421779 0.1 -0.1 0.1
H 1.869081 -2.646232 -0.771691 0.0 0.0 0.0
H 2.976799 -1.263037 -0.702316 0.0 0.0 0.0
H 0.821261 1.325901 -0.267229 0.0 0.0 0.0
H 0.172576 1.779902 -1.845093 0.0 0.0 -0.1
H 1.921939 1.595409 -1.626756 0.0 0.0 0.0
H -1.089280 -2.222474 -1.814991 0.0 0.0 0.0
H -1.670716 -0.554655 -1.951863 0.0 0.0 0.0
H -1.155068 -1.174267 -0.389058 0.0 0.0 0.0
H 0.091112 1.962216 -4.447551 0.0 0.0 0.1
H 0.631746 1.741310 -6.112318 0.0 0.0 0.0
H 1.821238 1.819846 -4.802396 0.0 0.0 0.0
H -1.196917 -1.991671 -4.974546 0.0 0.0 0.0
H -1.335401 -0.746336 -6.226458 0.0 0.0 0.0
H -1.749261 -0.361533 -4.555247 0.0 0.0 0.1
H 1.712004 -2.260584 -6.239038 0.0 0.0 0.0
H 2.808073 -0.870666 -6.178277 0.0 0.0 0.0
H 1.394930 -0.838237 -7.248200 0.0 0.0 0.0

=====

(4)
55
Properties=species:S:1:pos:R:3:forces:R:3 method="wB97M-V/def2-TZVPD" smiles="C[C@H]1COC(=O)O1.C[C@H]1COC(=O)O1.C[C@H]1COC(=O)O1.BrCCBr.BrCCBr" orbital_gap_ev=10.66 multiplicity=1 molar_mass_g_mol=681.99 total_energy_ev=-315610.1664 e_above_lowest_kcal_mol=37.0
C 2.807699 -3.246256 7.622030 0.0 0.8 0.3
C 2.157739 -4.514321 7.217518 -0.8 -1.0 -0.1
C 1.472591 -5.304793 8.395000 2.0 1.0 -0.9
O 0.275377 -5.761550 7.840754 -0.6 -0.5 1.3
C 0.021606 -5.210464 6.680617 0.1 0.4 -3.6
O -0.896690 -5.490258 5.949609 1.0 0.7 1.4
O 1.073207 -4.362070 6.261486 -0.7 -0.9 1.5
H 3.495439 -3.490451 8.431640 0.2 0.1 0.1
H 2.089597 -2.519259 8.001369 -0.1 0.0 0.0
H 3.373617 -2.762845 6.825706 0.0 -0.2 -0.1
H 2.919448 -5.154201 6.772057 -0.1 -0.1 -0.3
H 1.368682 -4.634100 9.247925 -0.6 -0.2 0.1
H 2.129109 -6.141546 8.633595 -0.4 -0.1 0.3
C -3.079286 4.765253 -8.415676 -0.1 -0.5 -0.3
C -3.117680 4.097249 -7.051640 1.5 0.2 -0.6
C -1.801654 3.671835 -6.396466 -0.2 -1.3 -1.7
O -1.933558 4.085713 -5.072843 1.1 -0.9 1.5
C -2.911489 4.953914 -4.951796 -0.5 3.0 2.8
O -3.173917 5.598291 -3.917561 0.5 -2.3 -3.6
O -3.429811 5.124764 -6.173837 -2.7 1.9 1.3
H -2.481853 5.676536 -8.442879 0.0 0.0 0.5
H -4.113372 5.021194 -8.646449 0.1 0.1 -0.3
H -2.672003 4.136202 -9.207196 -0.2 -0.3 0.1
H -3.838693 3.280936 -7.008313 -0.3 0.1 0.0
H -0.953292 4.148108 -6.887936 0.2 -0.1 0.2
H -1.760950 2.582934 -6.423455 0.6 0.1 0.1
C 3.258201 -5.205190 -5.029205 0.7 -0.6 0.1
C 3.310821 -3.889457 -4.278797 0.6 -1.5 1.1
C 4.610546 -3.495293 -3.508361 -0.6 -3.9 0.2
O 5.013151 -2.360505 -4.113788 0.9 2.7 -0.6
C 4.089432 -1.917237 -5.000868 -0.3 4.7 -1.0
O 4.045052 -0.762855 -5.485582 0.6 -4.5 1.6
O 3.172773 -2.851658 -5.199256 -1.0 0.7 -0.5
H 2.275442 -5.485853 -5.408030 -0.1 0.3 0.2
H 3.610812 -6.019579 -4.396333 -0.2 0.0 0.3
H 3.951665 -5.223324 -5.869976 0.0 0.3 -0.1
H 2.598877 -3.899885 -3.453485 -1.0 0.4 -0.7
H 5.365253 -4.280285 -3.556261 0.4 0.0 -0.7
H 4.413653 -3.522823 -2.436647 -0.2 1.3 0.1
Br -3.545598 -0.717059 -0.317512 -0.1 0.4 0.1
C -1.902523 -0.786804 0.695599 1.0 -1.3 0.4
C -1.010104 0.435904 0.586180 -0.7 -0.6 -0.7
Br 0.830108 0.012604 1.114814 -0.5 0.1 0.1
H -1.355336 -1.595628 0.211349 -0.1 0.0 0.1
H -2.108117 -1.149460 1.702732 -0.2 0.4 0.0
H -1.402479 1.288256 1.140847 0.4 0.0 -0.3
H -0.965014 0.547253 -0.497176 0.2 0.9 0.2
Br -4.236620 4.562989 4.692751 0.1 0.7 0.3
C -3.295216 6.303659 4.770934 0.5 0.2 0.2
C -2.924111 6.755032 6.202573 -0.7 -0.6 -0.5
Br -2.553262 8.688631 6.223772 0.0 -0.6 0.0
H -3.914570 7.093859 4.346558 -0.2 -0.5 -0.2
H -2.451459 6.101496 4.111164 0.1 0.4 0.3
H -2.085415 6.231147 6.661087 0.0 0.1 -0.3
H -3.815822 6.591251 6.807662 0.2 0.3 0.2

=====

(5)
53
Properties=species:S:1:pos:R:3:forces:R:3 method="wB97M-V/def2-TZVPD" orbital_gap_ev="4.87 / 3.13" multiplicity=2 s_squared=0.7567 molar_mass_g_mol=867.27 total_energy_ev=-82056.2861 total_charge=+4
I 0.750395 4.062447 0.213596 -1.8 0.8 -0.7
I -1.781597 4.432837 -0.727423 1.8 0.1 0.6
Ce -2.771562 0.182447 -0.374749 8.7 5.9 2.1
In 0.118988 -0.271808 0.624900 0.6 1.1 -2.2
S -1.602183 1.307337 1.505556 1.6 0.9 2.1
S -0.578911 0.835008 -1.351991 2.0 0.6 -1.8
C 0.613438 -0.972097 2.472371 2.9 -4.3 9.1
C -2.296665 1.005906 3.186385 0.1 0.2 0.4
C -0.123171 0.005376 -2.938882 0.2 0.1 -0.5
C -3.532536 1.884081 3.214576 -0.4 0.3 0.2
C -2.620594 -0.455277 3.458390 -0.2 0.0 0.0
C -1.214408 1.537385 4.091453 0.1 0.3 1.0
C -0.986548 0.711396 -3.970645 -0.3 0.2 -0.3
C -0.357800 -1.492894 -2.929170 -0.1 -0.3 0.1
C 1.326266 0.366329 -3.095407 1.1 0.0 -0.7
C -4.393715 -0.208471 0.538667 -14.6 -4.3 5.4
C -3.515745 -0.615055 -1.937603 -8.5 -7.1 -11.6
O 0.961530 -1.405902 3.494585 -1.8 2.4 -5.5
O -5.443643 -0.450113 1.062840 4.5 1.2 -1.8
O -4.038571 -1.101085 -2.899580 2.6 2.2 3.7
H -4.318426 1.541982 2.525806 0.2 0.0 0.3
H -3.288207 2.926820 2.970242 -0.1 -0.2 0.2
H -3.943048 1.855596 4.233765 0.0 0.1 -0.2
H -3.388248 -0.853414 2.778614 0.1 0.1 0.3
H -3.021328 -0.512297 4.487960 0.2 -0.1 -0.4
H -1.733538 -1.096340 3.402310 -0.2 0.0 0.2
H -0.294546 0.942239 4.050825 -0.2 0.1 0.1
H -1.590522 1.505727 5.126074 0.3 0.1 -0.2
H -0.964212 2.580232 3.851550 -0.1 -0.3 0.1
H -0.683725 0.354111 -4.964884 -0.1 0.2 0.2
H -0.841823 1.799566 -3.935352 0.0 -0.2 -0.1
H -2.059135 0.500198 -3.849647 0.3 0.0 -0.1
H -0.043389 -1.884980 -3.914060 -0.2 0.1 0.4
H -1.414908 -1.762177 -2.783179 0.3 0.1 -0.2
H 0.237082 -2.005343 -2.159352 -0.1 0.2 -0.3
H 1.671304 0.003869 -4.075591 0.0 0.2 0.2
H 1.959590 -0.093772 -2.330737 -0.2 0.1 -0.3
H 1.484305 1.452882 -3.055827 -0.1 -0.3 -0.2
C 5.402057 0.505951 -0.118211 1.5 0.6 -0.1
C 4.194252 -0.252788 -0.290104 -1.3 -1.2 -0.1
C 3.993622 -1.552390 -0.742336 0.2 -0.3 0.0
C 2.642798 -1.888727 -0.583819 1.8 1.9 0.4
N 2.018142 -0.784365 -0.115771 0.2 0.5 0.9
N 2.982241 0.208518 0.085967 -0.4 -0.9 -0.4
C 2.044280 -3.187660 -0.810070 -0.2 -1.2 -0.3
H 6.264320 -0.089595 -0.456859 -0.3 0.4 0.1
H 5.363449 1.438021 -0.694036 0.2 -0.1 0.1
H 5.546269 0.741030 0.939617 0.1 0.1 -0.1
H 4.775475 -2.225071 -1.087503 -0.2 0.2 0.0
H 2.752525 1.110830 0.491381 0.2 -0.4 -0.2
H 2.159017 -3.463702 -1.876842 -0.2 0.0 0.5
H 2.589155 -3.947304 -0.214717 -0.3 0.3 -0.3
H 0.992205 -3.225489 -0.523082 -0.1 -0.1 -0.1